No. 1
17
Properties=species:S:1:pos:R:3:mulliken_charge:R:1 method="wB97M-V/def2-TZVPD" homo_energy_ha=-0.347 charge=0 orbital_gap_ha=0.3745 smiles="CCC(=O)NCN" relative_energy_kcal_mol=78.0
C -0.5661 -1.2011 1.5462 -0.98
C 0.4943 -1.4287 0.4445 -0.29
C 1.1528 -0.1378 -0.0569 0.25
O 2.1621 -0.2847 -0.6934 -0.49
N 0.3582 0.9784 0.0863 -0.22
C -0.7895 1.4275 -0.8372 -0.55
N -2.0311 0.6269 -0.5759 -0.54
H -0.8021 -2.1647 2.2659 0.26
H -0.3476 -0.3863 2.1624 0.33
H -1.4794 -0.7710 1.0664 0.28
H 1.2449 -2.2317 0.8729 0.29
H 0.0754 -1.9820 -0.3283 0.27
H 0.2250 1.5574 0.8836 0.32
H -0.9214 2.5358 -0.4225 0.31
H -0.4684 1.5675 -1.9700 0.28
H -1.9656 -0.2018 -1.2574 0.24
H -2.8966 1.1578 -0.8765 0.25

=====

No. 2
69
Properties=species:S:1:pos:R:3:mulliken_charge:R:1 method="wB97M-V/def2-TZVPD" homo_energy_ha="-0.231 / -0.234" charge=0 orbital_gap_ha="0.2240 / 0.2521" relative_energy_kcal_mol=15.1 multiplicity=2 s2=1.127
Tc 0.4370 -0.3269 0.1550 0.47
C 3.0955 0.9664 5.2248 -1.19
Ge 1.3023 0.1569 5.4700 0.65
C 0.0246 1.5796 6.0168 -1.26
C 1.3153 -1.3490 6.7670 -1.20
C 0.8281 -0.6175 3.6857 -1.05
Se 0.3538 0.7482 2.3453 0.34
C -1.5747 0.7631 2.7171 -0.83
H 3.3713 1.6007 6.0613 0.39
H 3.1008 1.5713 4.3220 0.37
H 3.8519 0.1954 5.1189 0.36
H 0.3977 2.0944 6.8966 0.40
H -0.9532 1.1756 6.2588 0.35
H -0.0871 2.3154 5.2254 0.39
H 1.5938 -1.0083 7.7567 0.37
H 2.0265 -2.1068 6.4551 0.36
H 0.3338 -1.8084 6.8284 0.36
H 0.0096 -1.3365 3.7207 0.46
H 1.7071 -1.1301 3.2874 0.40
H -1.7461 1.0026 3.7640 0.39
H -2.0071 -0.2106 2.4816 0.22
H -2.0153 1.5288 2.0829 0.19
C 2.2175 -1.1478 0.1994 -0.99
H 3.0878 -0.4818 0.2928 0.34
H 2.5637 -2.1773 0.0844 0.33
C 0.7768 -3.6202 -2.2433 -1.47
C 0.7708 -2.6860 -3.4522 0.10
C 1.9863 -1.7630 -3.3811 -0.88
C -0.5310 -1.9271 -3.5468 0.35
C -1.2439 -1.9639 -4.7260 -0.70
C -2.5142 -1.4166 -4.8357 -1.14
C -3.1191 -0.9075 -3.6970 -0.63
C -2.4488 -0.8248 -2.4958 0.76
C -3.2295 -0.4052 -1.2685 0.11
C -2.8475 0.9725 -0.7323 -0.98
C -3.1232 -1.4692 -0.1721 -1.40
C -1.0684 -1.2246 -2.4133 -0.25
N -0.3467 -0.9315 -1.3545 0.29
H 1.6905 -4.2071 -2.2378 0.45
H -0.0739 -4.2948 -2.2652 0.37
H 0.7306 -3.0275 -1.3299 0.07
H 0.8592 -3.2954 -4.3587 0.56
H 1.9459 -1.2095 -2.4452 -0.30
H 1.9989 -1.0746 -4.2202 0.30
H 2.8959 -2.3569 -3.3973 0.48
H -0.8001 -2.4397 -5.5920 0.41
H -3.0516 -1.4540 -5.7709 0.37
H -4.1475 -0.5703 -3.7485 0.40
H -4.2835 -0.3475 -1.5703 0.57
H -1.7896 1.0040 -0.4674 -0.12
H -3.4522 1.2107 0.1433 0.55
H -3.0329 1.7319 -1.4893 0.22
H -2.0909 -1.5533 0.1863 0.08
H -3.4209 -2.4381 -0.5682 0.36
H -3.7763 -1.2213 0.6663 0.46
C -0.4194 2.4194 -2.9531 -0.78
P 0.7968 2.8076 -1.6477 0.97
C 1.0740 4.6195 -1.7317 -1.24
C 2.3509 2.0171 -2.1856 -0.71
O 0.3722 2.3756 -0.2901 -0.63
H -0.0649 2.7314 -3.9303 0.48
H -1.3565 2.9219 -2.7265 0.27
H -0.5849 1.3423 -2.9505 -0.07
H 1.2605 4.9273 -2.7540 0.37
H 1.9251 4.8769 -1.1055 0.35
H 0.1974 5.1328 -1.3451 0.34
H 2.6175 2.3048 -3.1979 0.40
H 2.1935 0.9381 -2.1233 -0.14
H 3.1424 2.2980 -1.4951 0.37

=====

No. 3
84
Properties=species:S:1:pos:R:3:mulliken_charge:R:1 method="wB97M-V/def2-TZVPD" homo_energy_ha=-0.330 charge=0 orbital_gap_ha=0.3294 smiles="NC(N)=O.NC(N)=O.NC(N)=O.NC(N)=O.NC(N)=O.NC(N)=O.CO.CO.CO.CO.CO.CO" relative_energy_kcal_mol=29.1
N 4.2190 -0.5870 -2.9932 -0.32
C 2.9816 -0.2616 -3.3979 0.59
N 1.9871 -0.7487 -2.6332 0.01
O 2.7833 0.4280 -4.4160 -0.77
H 4.9957 -0.3492 -3.5809 0.21
H 4.2224 -1.1036 -2.1291 0.15
H 2.1829 -1.3857 -1.8728 0.26
H 1.0694 -0.6842 -3.0471 -0.01
N -2.3304 1.0534 -2.1418 0.13
C -3.2826 1.4975 -3.0234 0.51
N -2.6347 1.8473 -4.1672 -0.38
O -4.4916 1.5527 -2.8714 -0.68
H -2.8404 0.7357 -1.3242 -0.01
H -1.4399 0.7645 -2.4929 -0.02
H -3.2118 2.0694 -4.9625 0.23
H -1.6587 1.6501 -4.2668 0.17
N 1.3515 -3.5430 0.6695 -0.29
C 2.3293 -3.7677 -0.2511 0.55
N 2.9026 -4.9789 -0.2464 -0.45
O 2.8125 -2.8722 -0.9482 -0.71
H 0.8544 -2.6701 0.5464 -0.12
H 0.9039 -4.3464 1.0765 0.30
H 2.8156 -5.6024 0.5379 0.18
H 3.5429 -5.2237 -0.9807 0.24
N 3.2261 3.0909 -0.4222 -0.26
C 4.2306 2.3379 0.1356 0.48
N 3.7669 1.2949 0.8177 -0.15
O 5.4205 2.6646 0.0991 -0.69
H 2.2697 2.8266 -0.2584 0.10
H 3.4683 4.0001 -0.7729 0.22
H 4.4204 0.6757 1.2683 0.22
H 2.9295 0.8361 0.4939 0.04
N -1.2549 -4.2563 -0.7768 -0.20
C -2.5454 -4.5704 -1.0768 0.56
N -2.7639 -5.8908 -1.3185 -0.44
O -3.4373 -3.7389 -1.0025 -0.75
H -1.1542 -3.3556 -0.3340 0.12
H -0.4660 -4.7628 -1.1353 0.18
H -3.7028 -6.2186 -1.4591 0.25
H -1.9618 -6.4569 -1.5293 0.15
N 0.1886 4.0588 3.8586 -0.36
C 0.5880 3.9834 2.5921 0.43
N 1.8397 4.4035 2.3163 -0.37
O -0.0526 3.3698 1.7285 -0.59
H -0.7934 3.9210 4.0360 0.29
H 0.6881 4.6377 4.5123 0.19
H 2.0590 4.7323 1.3912 0.23
H 2.3962 4.8630 3.0199 0.17
C 2.1388 -0.2692 4.4810 -0.43
O 1.1962 0.1222 5.4248 -0.49
H 2.8264 0.5437 4.2188 0.27
H 2.7974 -1.0606 4.8562 0.37
H 1.7090 -0.6113 3.5390 -0.01
H 1.7141 0.4182 6.1780 0.29
C -3.7447 -0.7023 0.8673 -0.62
O -3.3281 -1.0031 -0.4762 -0.34
H -3.3290 0.2273 1.2490 0.16
H -4.8308 -0.6232 0.9565 0.29
H -3.5066 -1.5655 1.4911 0.30
H -3.4727 -1.9367 -0.6862 0.25
C -2.5358 4.4373 -0.4714 -0.72
O -2.5107 3.5881 0.6472 -0.49
H -3.4809 4.4126 -1.0207 0.29
H -2.5010 5.5017 -0.2171 0.30
H -1.8126 4.1961 -1.2539 0.25
H -1.5979 3.4092 0.9246 0.46
C 0.4611 -0.0016 0.2470 -0.53
O -0.4674 -1.0749 0.0893 -0.09
H 0.9031 0.4242 -0.6559 0.41
H -0.0913 0.8497 0.6590 0.40
H 1.2083 -0.2057 1.0134 0.12
H -1.2246 -0.7151 -0.3937 -0.07
C -1.6791 -1.7690 -3.5605 -0.34
O -0.6588 -0.9711 -4.1139 -0.45
H -2.5428 -1.7145 -4.2261 0.43
H -1.3981 -2.7978 -3.3244 0.27
H -2.0212 -1.3597 -2.6113 -0.05
H -0.4802 -1.1099 -5.0458 0.21
C -1.3011 1.2394 3.9268 -0.76
O -1.5159 -0.1509 3.9760 -0.55
H -0.4720 1.4908 3.2619 0.18
H -2.1326 1.8543 3.5826 0.42
H -1.0200 1.6025 4.9196 0.33
H -0.7220 -0.5954 4.2805 0.31